(1)
C20H40NP3ReS2 as an isolated structure, computed with the ωB97M-V functional and the def2-TZVPD basis.

The expectation value of S² is 3.802. Its spin multiplicity is 4. The calculation puts the energy above the lowest of the compared OMol25 structures with the same formula, charge and spin at 0.0 kcal per mole. For the frontier orbital gap (alpha / beta), the calculation gives 5.751 / 6.192 eV. The calculated total energy is -2737.8820 hartree. Its molar mass is 637.81 g mol⁻¹. The total charge is +4.

Geometry (Å):
1 Re -0.109 0.706 0.124
2 P -2.196 -0.006 0.646
3 P 0.762 -1.212 -0.777
4 P -0.624 1.559 -1.838
5 H 1.358 5.618 1.888
6 C 1.019 5.027 1.003
7 C -0.407 4.549 1.177
8 H -0.953 5.364 1.709
9 C -2.599 -0.501 2.357
10 C -2.834 -1.459 -0.272
11 C -3.507 1.251 0.396
12 C 2.572 -1.045 -1.095
13 C 0.735 -2.779 0.192
14 C 0.174 -1.896 -2.381
15 C -1.104 3.333 -1.869
16 C -1.986 0.839 -2.878
17 C 0.739 1.570 -3.098
18 H 1.022 5.665 0.114
19 H -0.947 4.352 0.253
20 H -2.045 0.109 3.076
21 H -2.339 -1.548 2.534
22 H -3.667 -0.381 2.567
23 H -2.285 -2.365 0.001
24 H -2.751 -1.326 -1.354
25 H -3.891 -1.611 -0.028
26 H -3.302 2.126 1.019
27 H -4.472 0.832 0.698
28 H -3.584 1.590 -0.637
29 H 2.905 -1.986 -1.560
30 H 3.112 -0.887 -0.147
31 H 2.770 -0.202 -1.774
32 H 1.093 -3.574 -0.481
33 H -0.286 -3.020 0.524
34 H 1.404 -2.714 1.062
35 H 0.802 -2.772 -2.591
36 H 0.277 -1.177 -3.201
37 H -0.871 -2.219 -2.302
38 H -1.227 3.658 -2.917
39 H -0.303 3.920 -1.386
40 H -2.042 3.477 -1.305
41 H -2.100 1.460 -3.786
42 H -2.945 0.844 -2.337
43 H -1.764 -0.200 -3.176
44 H 0.536 2.375 -3.824
45 H 0.842 0.619 -3.640
46 H 1.702 1.789 -2.616
47 C 1.506 3.021 2.124
48 C 2.027 3.839 0.971
49 C 3.445 4.227 1.288
50 C 4.146 3.812 2.389
51 C 3.545 3.012 3.404
52 C 2.211 2.666 3.256
53 S -0.216 3.134 2.300
54 H 0.107 2.413 0.604
55 H 1.974 3.404 -0.062
56 H 3.869 4.957 0.596
57 H 5.201 4.104 2.528
58 H 4.075 2.707 4.310
59 H 1.667 2.190 4.082
60 S 3.211 -0.566 3.166
61 C 1.726 -1.288 3.710
62 C 0.665 -0.946 2.902
63 N 1.025 -0.043 1.903
64 C 2.331 0.239 1.901
65 H 1.675 -1.942 4.569
66 H -0.367 -1.306 2.953
67 H 2.764 0.952 1.199

=====

(2)
C12H16BBrCl2F4O2PdSe2 as an isolated structure, computed with the ωB97M-V functional and the def2-TZVPD basis.

The calculation puts the energy above the lowest of the compared OMol25 structures with the same formula, charge and spin at 18.9 kcal per mole. For the frontier orbital gap (alpha / beta), the calculation gives 6.852 / 6.852 eV. The calculated total energy is -9466.9763 hartree. Its molar mass is 694.21 g mol⁻¹.

Geometry (Å):
1 Pd -0.229 0.722 -0.682
2 Cl -1.019 2.960 0.794
3 C -2.188 3.403 -0.478
4 Cl -1.621 2.807 -2.042
5 H -2.240 4.484 -0.513
6 H -3.133 2.921 -0.252
7 O 0.049 -0.663 3.388
8 C -0.824 -1.171 2.375
9 C -0.074 -2.292 1.661
10 C -0.215 -3.605 2.460
11 O -0.125 -3.450 3.858
12 C -0.657 -2.575 0.263
13 Se 0.183 -1.588 -1.219
14 C 1.395 -1.964 1.479
15 Se 1.687 -0.300 0.507
16 H -0.412 0.031 3.868
17 H -1.137 -0.389 1.692
18 H -1.726 -1.597 2.828
19 H 0.536 -4.319 2.093
20 H -1.201 -4.035 2.264
21 H 0.442 -2.698 4.066
22 H -1.737 -2.432 0.219
23 H -0.419 -3.605 -0.010
24 H 1.851 -2.732 0.851
25 H 1.955 -1.891 2.411
26 Br 4.634 3.471 -4.175
27 C 3.272 2.652 -3.152
28 C 2.578 1.576 -3.678
29 C 1.588 0.966 -2.917
30 C 1.295 1.459 -1.653
31 C 1.996 2.532 -1.123
32 C 2.988 3.134 -1.887
33 H 2.809 1.209 -4.668
34 H 1.043 0.128 -3.332
35 H 1.781 2.912 -0.133
36 H 3.540 3.976 -1.490
37 F -2.869 -0.157 -2.053
38 B -3.388 -0.033 -0.777
39 F -2.259 0.399 0.103
40 F -3.831 -1.233 -0.263
41 F -4.321 0.988 -0.684

=====

(3)
The molecule C7H13NS, computed with the ωB97M-V functional and the def2-TZVPD basis.

The calculation puts the energy above the lowest of the compared OMol25 structures with the same formula, charge and spin at 61.8 kcal per mole. For the frontier orbital gap (alpha / beta), the calculation gives 7.198 / 7.202 eV. The calculated total energy is -727.3606 hartree. Its molar mass is 143.26 g mol⁻¹.

Geometry (Å):
1 C -2.368 1.274 0.006
2 C -2.458 -1.462 -0.326
3 C -0.182 0.340 0.243
4 C -0.092 -0.425 1.527
5 C 1.988 1.468 -0.257
6 C 1.686 -0.974 -0.811
7 C 0.996 0.383 -0.695
8 N -1.107 1.229 0.056
9 S -3.451 -0.104 -0.198
10 H -2.889 2.211 0.108
11 H -2.724 -2.130 -1.126
12 H -2.102 -1.910 0.584
13 H -1.012 -0.316 2.098
14 H 0.735 -0.041 2.129
15 H 0.095 -1.481 1.345
16 H 1.485 2.430 -0.192
17 H 2.796 1.546 -0.982
18 H 2.417 1.230 0.714
19 H 2.178 -1.245 0.121
20 H 2.439 -0.937 -1.594
21 H 0.963 -1.747 -1.068
22 H 0.608 0.663 -1.681

=====

(4)
A 3-piece molecular cluster, C27H46BFN2O3P overall, computed with the ωB97M-V functional and the def2-TZVPD basis.

For the frontier orbital gap, the calculation gives 7.199 eV. The calculated total energy is -1857.8008 hartree. Its molar mass is 507.46 g mol⁻¹. The total charge is -1.

Geometry (Å):
1 C -5.152 1.182 -2.090
2 C -3.901 2.046 -1.868
3 C -3.985 3.326 -2.695
4 C -3.066 4.481 -2.271
5 C -3.041 4.825 -0.763
6 C -1.624 4.732 -0.180
7 C -1.110 3.299 -0.192
8 C 0.209 3.104 0.521
9 C 0.822 1.705 0.305
10 B -0.247 0.464 0.394
11 C -1.211 0.594 1.715
12 C -0.418 0.191 2.958
13 F -2.349 -0.265 1.665
14 O -0.964 0.335 -0.926
15 C -0.125 -0.459 -1.671
16 C 0.169 -1.649 -0.684
17 C 1.499 -2.365 -1.038
18 C 1.549 -3.863 -1.341
19 C 1.129 -4.742 -0.146
20 C 0.859 -4.280 -2.651
21 P -1.445 -2.545 -0.747
22 O -1.950 -2.777 -2.132
23 O 0.393 -0.915 0.489
24 H -6.034 1.815 -2.150
25 H -5.064 0.640 -3.026
26 H -5.306 0.485 -1.276
27 H -3.045 1.448 -2.159
28 H -3.804 2.234 -0.807
29 H -5.012 3.671 -2.763
30 H -3.695 3.054 -3.711
31 H -2.056 4.317 -2.623
32 H -3.427 5.369 -2.787
33 H -3.361 5.860 -0.658
34 H -3.732 4.223 -0.184
35 H -1.637 5.124 0.837
36 H -0.967 5.366 -0.775
37 H -0.997 2.984 -1.224
38 H -1.896 2.678 0.218
39 H 0.120 3.326 1.585
40 H 0.894 3.852 0.116
41 H 1.378 1.733 -0.632
42 H 1.574 1.560 1.086
43 H -1.589 1.597 1.912
44 H 0.630 0.460 2.879
45 H -0.807 0.697 3.838
46 H -0.549 -0.871 3.126
47 H -0.529 -0.720 -2.646
48 H 0.871 -0.034 -1.858
49 H 1.986 -1.833 -1.852
50 H 2.135 -2.211 -0.175
51 H 2.603 -4.093 -1.490
52 H 1.916 -5.454 0.079
53 H 0.263 -5.338 -0.424
54 H 0.896 -4.148 0.730
55 H 0.880 -3.486 -3.385
56 H 1.386 -5.152 -3.036
57 H -0.153 -4.612 -2.453
58 H -1.408 -3.737 0.007
59 H -2.336 -1.718 -0.054
60 N 5.442 -3.419 -2.492
61 C 5.823 -2.296 -3.096
62 C 5.829 -2.126 -4.472
63 C 5.418 -3.184 -5.267
64 C 5.019 -4.360 -4.656
65 C 5.048 -4.424 -3.271
66 H 6.136 -1.493 -2.437
67 H 6.144 -1.187 -4.908
68 H 5.406 -3.091 -6.346
69 H 4.687 -5.209 -5.237
70 H 4.736 -5.322 -2.749
71 N -0.036 1.207 6.114
72 C 0.580 0.092 6.494
73 C 0.957 -0.171 7.803
74 C 0.683 0.781 8.770
75 C 0.045 1.951 8.391
76 C -0.292 2.112 7.055
77 H 0.776 -0.622 5.700
78 H 1.454 -1.099 8.054
79 H 0.963 0.615 9.803
80 H -0.188 2.722 9.114
81 H -0.796 3.010 6.714

=====

What did the first record say?
C20H40NP3ReS2 as an isolated structure, computed with the ωB97M-V functional and the def2-TZVPD basis.

The expectation value of S² is 3.802. Its spin multiplicity is 4. The calculation puts the energy above the lowest of the compared OMol25 structures with the same formula, charge and spin at 0.0 kcal per mole. For the frontier orbital gap (alpha / beta), the calculation gives 5.751 / 6.192 eV. The calculated total energy is -2737.8820 hartree. Its molar mass is 637.81 g mol⁻¹. The total charge is +4.

Geometry (Å):
1 Re -0.109 0.706 0.124
2 P -2.196 -0.006 0.646
3 P 0.762 -1.212 -0.777
4 P -0.624 1.559 -1.838
5 H 1.358 5.618 1.888
6 C 1.019 5.027 1.003
7 C -0.407 4.549 1.177
8 H -0.953 5.364 1.709
9 C -2.599 -0.501 2.357
10 C -2.834 -1.459 -0.272
11 C -3.507 1.251 0.396
12 C 2.572 -1.045 -1.095
13 C 0.735 -2.779 0.192
14 C 0.174 -1.896 -2.381
15 C -1.104 3.333 -1.869
16 C -1.986 0.839 -2.878
17 C 0.739 1.570 -3.098
18 H 1.022 5.665 0.114
19 H -0.947 4.352 0.253
20 H -2.045 0.109 3.076
21 H -2.339 -1.548 2.534
22 H -3.667 -0.381 2.567
23 H -2.285 -2.365 0.001
24 H -2.751 -1.326 -1.354
25 H -3.891 -1.611 -0.028
26 H -3.302 2.126 1.019
27 H -4.472 0.832 0.698
28 H -3.584 1.590 -0.637
29 H 2.905 -1.986 -1.560
30 H 3.112 -0.887 -0.147
31 H 2.770 -0.202 -1.774
32 H 1.093 -3.574 -0.481
33 H -0.286 -3.020 0.524
34 H 1.404 -2.714 1.062
35 H 0.802 -2.772 -2.591
36 H 0.277 -1.177 -3.201
37 H -0.871 -2.219 -2.302
38 H -1.227 3.658 -2.917
39 H -0.303 3.920 -1.386
40 H -2.042 3.477 -1.305
41 H -2.100 1.460 -3.786
42 H -2.945 0.844 -2.337
43 H -1.764 -0.200 -3.176
44 H 0.536 2.375 -3.824
45 H 0.842 0.619 -3.640
46 H 1.702 1.789 -2.616
47 C 1.506 3.021 2.124
48 C 2.027 3.839 0.971
49 C 3.445 4.227 1.288
50 C 4.146 3.812 2.389
51 C 3.545 3.012 3.404
52 C 2.211 2.666 3.256
53 S -0.216 3.134 2.300
54 H 0.107 2.413 0.604
55 H 1.974 3.404 -0.062
56 H 3.869 4.957 0.596
57 H 5.201 4.104 2.528
58 H 4.075 2.707 4.310
59 H 1.667 2.190 4.082
60 S 3.211 -0.566 3.166
61 C 1.726 -1.288 3.710
62 C 0.665 -0.946 2.902
63 N 1.025 -0.043 1.903
64 C 2.331 0.239 1.901
65 H 1.675 -1.942 4.569
66 H -0.367 -1.306 2.953
67 H 2.764 0.952 1.199